Here is 2 unconnected molecules or ions with the total composition C2H7NO3 in a non-equilibrium geometry from the OMol25 dataset. Energies are from ωB97M-V/def2-TZVPD.

Properties
Energy above the lowest of the compared OMol25 structures with the same formula, charge and spin (eV): 1.1278
Calculated total energy (eV): -9819.833
Maximum force (Eh/bohr): 0.0504
SMILES: NCC(=O)O.O
Charge: 0
Spin multiplicity: 1
HOMO (eV): -10.19

Each line ends with the Mulliken charge.
Cartesian coordinates (Å):
N: 1.339 0.384 -0.491  -0.59
C: 0.370 -0.589 -1.006  -0.44
C: -0.242 -1.532 0.027  0.64
O: 0.069 -1.730 1.173  -0.54
O: -1.021 -2.449 -0.619  -0.45
H: 0.811 1.152 -0.111  0.18
H: 1.855 0.004 0.297  0.30
H: 0.906 -1.147 -1.775  0.27
H: -0.494 -0.132 -1.491  0.32
H: -1.710 -2.776 -0.021  0.33
O: -0.580 2.942 1.795  -0.62
H: -0.917 3.579 1.126  0.33
H: -0.385 2.294 1.095  0.28

Here is 2 unconnected molecules or ions with the total composition C2H7NO3 in a non-equilibrium geometry from the OMol25 dataset. Energies are from ωB97M-V/def2-TZVPD.

Properties
Energy above the lowest of the compared OMol25 structures with the same formula, charge and spin (eV): 1.2518
Calculated total energy (eV): -9810.165
Maximum force (Eh/bohr): 0.0603
Expectation value of S²: 0.77
Charge: +1
Spin multiplicity: 2
HOMO (alpha / beta) (eV): -13.86 / -13.86

Each line ends with the Mulliken spin population.
Cartesian coordinates (Å):
C: 2.410 -0.100 -0.291  0.02
N: 1.264 0.734 -0.103  0.73
C: -0.005 0.423 0.443  -0.09
O: -0.180 -0.860 0.830  -0.02
O: -0.932 1.152 0.248  0.28
H: 2.818 -0.410 0.687  0.04
H: 3.182 0.520 -0.745  0.00
H: 2.250 -1.050 -0.819  0.06
H: 1.148 1.474 -0.807  -0.02
H: 0.685 -1.237 1.010  0.00
H: -3.501 -0.118 -0.470  0.00
H: -4.991 -0.073 -0.130  0.00
O: -4.148 -0.454 0.147  0.00

Here is C2H7NO4 in the gas phase in a non-equilibrium geometry from the OMol25 dataset. Energies are from ωB97M-V/def2-TZVPD.

Properties
Energy above the lowest of the compared OMol25 structures with the same formula, charge and spin (eV): 3.8460
Calculated total energy (eV): -11864.494
Maximum force (Eh/bohr): 0.0337
SMILES: CC(O)(O)N(O)O
Charge: 0
Spin multiplicity: 1
HOMO (eV): -9.69

Each line ends with the Mulliken charge.
Cartesian coordinates (Å):
C: -0.814 1.153 0.679  -1.35
C: 0.153 0.309 -0.137  0.93
O: -0.312 0.194 -1.459  -0.51
O: 1.422 0.924 -0.225  -0.59
N: 0.335 -1.040 0.429  -0.20
O: 1.380 -1.678 -0.367  -0.39
O: -0.891 -1.781 0.181  -0.43
H: -0.487 1.248 1.720  0.33
H: -1.828 0.738 0.658  0.30
H: -0.877 2.168 0.269  0.35
H: -0.352 -0.777 -1.540  0.44
H: 1.230 1.774 -0.658  0.38
H: 1.977 -0.917 -0.546  0.36
H: -0.937 -2.315 0.996  0.38

Here is 2 unconnected molecules or ions with the total composition C2H7NOS in a non-equilibrium geometry from the OMol25 dataset. Energies are from ωB97M-V/def2-TZVPD.

Properties
Energy above the lowest of the compared OMol25 structures with the same formula, charge and spin (eV): 1.5517
Calculated total energy (eV): -16559.220
Maximum force (Eh/bohr): 0.0649
SMILES: NC=O.CS
Charge: 0
Spin multiplicity: 1
HOMO (eV): -9.11

Each line ends with the Mulliken charge.
Cartesian coordinates (Å):
N: 2.604 -0.645 0.187  -0.37
C: 2.083 0.574 -0.185  0.06
O: 1.672 0.873 -1.294  -0.46
H: 2.236 -1.147 0.973  0.20
H: 3.552 -0.874 -0.025  0.21
H: 1.739 1.394 0.449  0.36
C: -2.285 0.809 -0.146  -0.69
S: -1.887 -0.822 0.587  -0.13
H: -1.448 1.181 -0.734  0.25
H: -2.650 1.591 0.523  0.29
H: -3.043 0.573 -0.892  0.26
H: -0.721 -0.537 1.100  0.03

Here is 2 unconnected molecules or ions with the total composition C2H7NOS2 in a non-equilibrium geometry from the OMol25 dataset. Energies are from ωB97M-V/def2-TZVPD.

Properties
Energy above the lowest of the compared OMol25 structures with the same formula, charge and spin (eV): 0.2892
Calculated total energy (eV): -27395.700
Maximum force (Eh/bohr): 0.0308
SMILES: NC=O.CSS
Charge: 0
Spin multiplicity: 1
HOMO (eV): -8.88

Each line ends with the Mulliken charge.
Cartesian coordinates (Å):
N: 2.285 0.305 -1.108  -0.29
C: 2.374 0.630 0.190  0.06
O: 2.263 -0.190 1.069  -0.55
H: 2.303 -0.686 -1.300  0.22
H: 2.569 0.853 -1.903  0.22
H: 2.506 1.711 0.329  0.36
C: -1.518 1.657 -0.147  -0.71
S: -2.188 0.059 0.286  -0.09
S: -0.601 -1.192 -0.208  -0.24
H: -1.272 1.793 -1.192  0.29
H: -2.264 2.390 0.145  0.31
H: -0.648 1.860 0.468  0.22
H: -0.157 -1.219 1.052  0.20

Here is 2 unconnected molecules or ions with the total composition C2H7NOSi in a non-equilibrium geometry from the OMol25 dataset. Energies are from ωB97M-V/def2-TZVPD.

Properties
Energy above the lowest of the compared OMol25 structures with the same formula, charge and spin (eV): 3.9970
Calculated total energy (eV): -13599.459
Maximum force (Eh/bohr): 0.1162
SMILES: C=CN=[SiH2].O
Charge: 0
Spin multiplicity: 1
HOMO (alpha / beta) (eV): -7.77 / -7.77

Each line ends with the Mulliken charge.
Cartesian coordinates (Å):
C: 1.267 0.450 1.459  -0.63
C: 1.417 0.218 0.098  -0.34
N: 0.816 -0.811 -0.511  -0.27
Si: -0.647 -1.573 -0.834  0.45
H: 0.678 -0.260 2.061  0.23
H: 1.681 1.262 1.906  0.34
H: 2.181 0.690 -0.483  0.32
H: -1.368 -1.387 -2.162  -0.06
H: -1.482 -2.422 -0.081  -0.07
O: -1.697 1.092 -0.343  -0.70
H: -0.740 1.104 -0.052  0.41
H: -2.108 1.636 -1.059  0.32

Here is 2 unconnected molecules or ions with the total composition C2H7NOSi in a non-equilibrium geometry from the OMol25 dataset. Energies are from ωB97M-V/def2-TZVPD.

Properties
Energy above the lowest of the compared OMol25 structures with the same formula, charge and spin (eV): 2.6772
Calculated total energy (eV): -13596.353
Maximum force (Eh/bohr): 0.1484
Expectation value of S²: 2.01
Charge: 0
Spin multiplicity: 3
HOMO (alpha / beta) (eV): -6.17 / -9.36

Each line ends with the Mulliken spin population.
Cartesian coordinates (Å):
C: 2.736 0.282 0.232  0.10
C: 1.309 0.485 0.253  0.73
N: -2.726 -0.756 -0.825  0.01
O: 0.732 1.355 -0.324  0.95
Si: -2.254 0.438 0.092  -0.01
H: 3.089 -0.341 1.050  0.00
H: 3.165 1.166 0.439  0.03
H: 0.631 -0.058 0.962  0.13
H: 2.914 -0.134 -0.753  0.05
H: -3.202 -0.980 -1.652  0.00
H: -1.398 0.204 1.279  0.00
H: -2.864 1.843 0.147  0.00

Here is 2 unconnected molecules or ions with the total composition C2H7NP2S in a non-equilibrium geometry from the OMol25 dataset. Energies are from ωB97M-V/def2-TZVPD.

Properties
Energy above the lowest of the compared OMol25 structures with the same formula, charge and spin (eV): 3.9296
Calculated total energy (eV): -33085.603
Maximum force (Eh/bohr): 0.0588
Charge: 0
Spin multiplicity: 1
HOMO (alpha / beta) (eV): -7.42 / -7.42

Each line ends with the Mulliken charge.
Cartesian coordinates (Å):
C: -0.653 -0.270 -1.146  0.49
C: -1.735 0.526 -0.626  -0.92
N: 1.302 -0.016 0.208  -0.25
P: 2.521 -0.689 -0.603  -0.02
P: 1.023 1.595 0.756  -0.07
S: -0.269 -1.254 -2.289  -0.24
H: -2.492 0.412 -1.363  0.36
H: -1.578 1.586 -0.603  0.33
H: -1.921 0.065 0.484  0.27
H: 1.856 -1.856 -1.116  0.00
H: 2.794 -0.158 -1.862  0.00
H: 0.115 1.037 1.703  0.01
H: 1.778 1.641 1.937  0.04

Here is 2 unconnected molecules or ions with the total composition C2H7NS in a non-equilibrium geometry from the OMol25 dataset. Energies are from ωB97M-V/def2-TZVPD.

Properties
Energy above the lowest of the compared OMol25 structures with the same formula, charge and spin (eV): 1.3210
Calculated total energy (eV): -14511.340
Maximum force (Eh/bohr): 0.0398
SMILES: C=NC.S
Charge: 0
Spin multiplicity: 1
HOMO (eV): -9.79

Each line ends with the Mulliken charge.
Cartesian coordinates (Å):
C: 1.801 -1.135 -1.870  -0.18
N: 0.946 -1.750 -1.187  -0.37
C: 0.536 -1.173 0.051  -0.69
H: 2.236 -1.526 -2.791  0.25
H: 2.290 -0.199 -1.566  0.21
H: 1.082 -0.274 0.401  0.28
H: -0.490 -0.810 0.081  0.24
H: 0.711 -1.848 0.891  0.26
S: -3.291 2.762 1.578  -0.30
H: -2.381 2.014 2.213  0.15
H: -3.441 3.938 2.199  0.15

Here is a gas-phase ion, C2H7NS (charge +1) in a non-equilibrium geometry from the OMol25 dataset. Energies are from ωB97M-V/def2-TZVPD.

Properties
Energy above the lowest of the compared OMol25 structures with the same formula, charge and spin (eV): 0.2677
Calculated total energy (eV): -14503.837
Maximum force (Eh/bohr): 0.0358
Expectation value of S²: 0.75
Charge: +1
Spin multiplicity: 2
HOMO (alpha / beta) (eV): -15.23 / -15.13

Each line ends with the Mulliken spin population.
Cartesian coordinates (Å):
C: 1.171 -0.529 -1.088  -0.04
S: -0.538 0.046 -1.341  0.92
H: 1.242 -1.159 -0.204  0.03
H: 1.754 0.345 -0.758  0.05
H: 1.454 -0.842 -2.083  0.00
C: -1.132 0.632 0.335  -0.04
N: -0.580 0.042 1.517  0.01
H: -2.202 0.426 0.309  0.02
H: -0.963 1.706 0.237  0.05
H: 0.389 0.290 1.696  0.00
H: -0.595 -0.958 1.379  0.00